Record 1
The following is a DFT calculation (ωB97M-V/def2-TZVPD) of a molecular structure, C51H33ClF5MnN4O3SSb at a distorted geometry.

Output
Charge: +1
LUMO energy (spin up / spin down) in eV: -3.09 / -3.29
2S+1: 5
Electronic energy in eV: -140324.150
Relative energy (zero: lowest compared OMol25 entry of this formula, charge and spin) in kJ/mol: 101.9
⟨S²⟩: 6.068
Frontier orbital gap (spin up / spin down) in eV: 6.92 / 6.72

```
100
Properties=species:S:1:pos:R:3:mulliken_spin:R:1
Mn 0.061 0.009 0.011 4.062
C 8.939 0.404 10.393 0.000
O 9.205 0.368 9.001 0.000
C 8.168 0.307 8.151 0.000
C 8.488 0.278 6.790 0.000
C 7.496 0.236 5.842 0.000
C 6.147 0.219 6.219 0.000
C 5.838 0.223 7.577 0.000
C 6.831 0.267 8.541 0.000
C 5.122 0.201 5.188 0.000
N 5.352 0.221 3.892 0.000
C 4.131 0.210 3.292 0.003
C 3.121 0.176 4.240 -0.003
N 3.773 0.166 5.445 0.000
C 1.735 0.112 3.921 0.001
C 0.688 -0.025 4.834 0.005
C -0.600 -0.105 4.355 -0.001
C -0.823 -0.059 2.984 0.018
N 0.144 0.062 2.089 -0.016
C 1.425 0.157 2.541 -0.017
C 2.459 0.232 1.555 -0.001
N 2.063 0.242 0.257 -0.032
C 2.978 0.210 -0.697 0.020
C 4.342 0.168 -0.437 -0.002
C 4.773 0.178 0.873 0.008
C 3.826 0.220 1.896 -0.007
H 9.907 0.459 10.880 0.000
H 8.421 -0.501 10.722 0.000
H 8.349 1.283 10.661 0.000
H 9.534 0.285 6.514 0.000
H 7.738 0.213 4.789 0.000
H 4.808 0.187 7.912 0.000
H 6.558 0.263 9.586 0.000
H 3.343 0.196 6.351 0.000
H 0.877 -0.090 5.898 0.000
H -1.442 -0.207 5.025 0.000
H -1.827 -0.147 2.596 -0.007
H 2.604 0.200 -1.714 -0.001
H 5.040 0.115 -1.259 0.000
H 5.823 0.138 1.127 0.000
Cl 0.158 4.323 -5.841 0.001
C 0.123 3.077 -4.641 0.009
C 0.137 1.733 -5.038 -0.001
C 0.117 0.728 -4.102 0.016
C 0.083 1.014 -2.724 -0.026
O 0.098 0.049 -1.858 0.042
C 0.056 2.392 -2.333 0.013
C 0.020 2.750 -0.960 0.016
O -0.025 1.959 -0.003 0.041
C 0.080 3.403 -3.314 -0.003
H 0.164 1.496 -6.093 0.000
H 0.133 -0.312 -4.401 0.002
H 0.030 3.819 -0.712 0.003
H 0.068 4.440 -3.001 -0.001
F -2.369 1.763 1.284 0.000
C -2.859 0.782 0.501 0.029
C -2.007 -0.178 -0.041 -0.210
C -2.675 -1.152 -0.769 -0.036
F -1.977 -2.115 -1.397 0.003
C -4.045 -1.203 -0.947 -0.023
F -4.599 -2.187 -1.656 -0.001
C -4.840 -0.221 -0.387 0.017
F -6.156 -0.246 -0.548 0.001
C -4.237 0.786 0.344 -0.018
F -4.976 1.741 0.905 -0.001
S 0.806 -2.216 0.160 0.064
Sb -0.028 -4.392 0.037 0.020
C -2.087 -4.960 0.113 0.004
C -2.647 -5.685 -0.926 -0.002
C -3.994 -6.017 -0.859 0.000
C -4.756 -5.623 0.231 0.000
C -4.178 -4.904 1.269 0.000
C -2.835 -4.568 1.215 0.001
C 1.014 -5.298 1.676 0.007
C 1.656 -4.475 2.592 -0.003
C 2.353 -5.041 3.650 0.002
C 2.407 -6.421 3.792 0.000
C 1.759 -7.239 2.878 0.001
C 1.057 -6.681 1.820 -0.003
C 0.820 -5.121 -1.774 0.005
C 1.966 -5.905 -1.748 -0.002
C 2.566 -6.270 -2.944 -0.001
C 2.025 -5.851 -4.151 0.001
C 0.880 -5.066 -4.170 0.001
C 0.273 -4.696 -2.980 0.000
H -2.048 -5.993 -1.775 0.000
H -4.447 -6.584 -1.661 0.000
H -5.807 -5.876 0.272 0.000
H -4.776 -4.603 2.120 0.000
H -2.376 -4.004 2.019 0.001
H 1.623 -3.400 2.469 0.002
H 2.859 -4.403 4.363 0.000
H 2.956 -6.860 4.614 0.000
H 1.800 -8.315 2.989 0.000
H 0.548 -7.322 1.108 0.000
H 2.389 -6.226 -0.803 0.000
H 3.459 -6.881 -2.932 0.000
H 2.497 -6.138 -5.082 0.000
H 0.462 -4.740 -5.113 0.000
H -0.615 -4.073 -2.990 0.000
```

Record 2
The following is a DFT calculation (ωB97M-V/def2-TZVPD) of a molecular structure, C24H20AsO8ReSSi at a distorted geometry.

Output
Charge: +1
LUMO energy (spin up / spin down) in eV: -5.67 / -6.63
2S+1: 4
Electronic energy in eV: -123261.137
Relative energy (zero: lowest compared OMol25 entry of this formula, charge and spin) in kJ/mol: 524.3
⟨S²⟩: 3.765
Frontier orbital gap (spin up / spin down) in eV: 6.12 / 5.15

```
56
Properties=species:S:1:pos:R:3:mulliken_spin:R:1
Re -0.598 -1.184 -0.221 1.795
O -2.144 -1.952 3.683 0.001
As -0.707 -2.020 2.701 0.021
O 0.535 -1.795 3.666 0.000
O -1.057 -0.686 1.588 0.064
C -1.031 -3.726 1.767 -0.014
C -1.933 -4.576 2.396 0.007
C -2.248 -5.795 1.814 0.002
C -1.672 -6.171 0.609 -0.001
C -0.755 -5.336 -0.011 -0.003
C -0.437 -4.127 0.586 0.028
S 0.834 -3.188 -0.229 -0.047
O 0.201 -2.557 -1.438 0.061
O 1.925 -4.042 -0.503 0.001
O 1.107 -2.002 0.636 0.069
H -2.048 -1.324 4.405 0.000
H -2.391 -4.268 3.327 0.000
H -2.945 -6.459 2.303 0.000
H -1.927 -7.118 0.164 0.000
H -0.264 -5.601 -0.937 0.000
O -2.219 -1.231 -0.987 0.142
O -2.991 -2.237 -1.006 0.812
C -2.943 4.661 -0.632 -0.001
C -2.575 3.997 -1.791 0.001
C -1.736 2.897 -1.730 0.003
C -1.228 2.477 -0.501 0.000
C -1.607 3.148 0.659 0.003
C -2.449 4.243 0.594 0.001
Si 0.161 1.139 -0.445 -0.027
C 1.416 1.822 0.824 0.004
C 2.009 0.974 1.762 0.005
C 2.866 1.481 2.723 0.002
C 3.165 2.833 2.742 -0.001
C 2.601 3.687 1.805 0.001
C 1.739 3.186 0.847 -0.006
C 1.115 0.834 -2.094 0.025
C 0.408 0.414 -3.223 0.004
C 1.027 0.424 -4.460 0.003
C 2.358 0.790 -4.573 0.008
C 3.083 1.134 -3.443 0.000
C 2.465 1.147 -2.205 0.029
H -3.636 5.489 -0.682 0.000
H -2.944 4.327 -2.752 0.000
H -1.453 2.393 -2.639 0.002
H -1.243 2.809 1.616 0.000
H -2.735 4.755 1.501 0.000
H 1.795 -0.085 1.761 0.007
H 3.286 0.815 3.461 0.000
H 3.848 3.224 3.481 0.000
H 2.827 4.743 1.824 0.000
H 1.307 3.851 0.114 0.000
H -0.621 0.094 -3.138 -0.006
H 0.469 0.128 -5.335 0.000
H 2.832 0.782 -5.542 0.000
H 4.130 1.379 -3.522 0.000
H 3.027 1.403 -1.323 0.003
```

Record 3
The following is a DFT calculation (ωB97M-V/def2-TZVPD) of a single C2H2N4O2 molecule at a distorted geometry.

Output
LUMO energy in eV: -0.70
SMILES: O=[N+]([O-])c1nc[nH]n1
Electronic energy in eV: -12156.353
Relative energy (zero: lowest compared OMol25 entry of this formula, charge and spin) in kJ/mol: 617.0
Frontier orbital gap in eV: 10.15

```
10
Properties=species:S:1:pos:R:3:nbo_charge:R:1
C -0.486 -0.093 -0.264 0.337
C 1.352 -0.675 0.657 0.136
H 1.899 -1.559 1.112 0.263
H 1.809 0.946 1.474 0.423
N -1.667 0.250 -1.197 0.494
N 0.317 -1.258 -0.114 -0.435
N 1.156 0.635 0.784 -0.338
N -0.069 1.027 0.370 -0.225
O -1.986 1.472 -1.325 -0.336
O -2.325 -0.745 -1.496 -0.319
```

Record 4
The following is a DFT calculation (ωB97M-V/def2-TZVPD) of a molecular structure, C22H40F3Na3O24S at a distorted geometry.

Output
Charge: +2
LUMO energy in eV: -6.66
Electronic energy in eV: -104828.114
Relative energy (zero: lowest compared OMol25 entry of this formula, charge and spin) in kJ/mol: 314.4
Frontier orbital gap in eV: 7.24

```
93
Properties=species:S:1:pos:R:3:mulliken_charge:R:1
Na 3.991 0.723 -1.397 0.895
Na 1.947 4.418 -1.836 0.969
Na 0.644 1.893 2.702 0.888
C -0.614 0.297 -2.182 0.469
F -1.752 0.994 -2.217 -0.165
F -0.903 -0.964 -1.931 -0.247
F -0.015 0.290 -3.439 -0.237
S 0.621 1.011 -0.796 0.690
O 1.142 2.180 -1.538 -0.698
O -0.148 1.370 0.355 -0.141
O 1.719 0.074 -0.474 -0.395
C -1.600 5.042 -0.805 -0.460
C -2.810 4.194 -0.431 0.423
O -2.620 4.010 0.956 -0.294
C -1.398 4.394 1.300 0.694
O -0.909 4.128 2.401 -0.668
O -0.754 5.005 0.350 -0.334
H -1.828 6.107 -0.750 0.380
H -1.143 4.744 -1.749 0.254
H -2.774 3.269 -1.005 -0.243
H -3.720 4.785 -0.529 0.320
C -5.259 1.821 -2.197 -0.433
O -5.796 2.951 -2.871 -0.331
C -5.084 3.830 -3.521 0.842
O -3.873 4.055 -3.338 -0.579
O -5.882 4.501 -4.295 -0.322
C -5.298 5.409 -5.247 -0.694
H -4.452 1.386 -2.786 0.250
H -6.169 1.225 -2.124 0.325
H -4.790 2.148 -1.269 0.127
H -4.742 4.944 -6.060 0.310
H -4.644 6.174 -4.829 0.291
H -6.133 6.021 -5.589 0.279
C -0.277 -4.031 -2.096 -0.603
O -0.827 -3.543 -0.841 0.170
C -1.610 -4.423 -0.244 0.561
O -2.061 -5.440 -0.805 -0.621
O -1.881 -3.979 0.930 -0.116
C -3.088 -4.586 1.503 -0.864
H 0.577 -4.709 -2.077 0.311
H 0.174 -3.130 -2.511 -0.150
H -1.070 -4.391 -2.751 0.454
H -4.096 -4.216 1.316 0.308
H -2.840 -4.442 2.555 0.283
H -3.148 -5.670 1.410 0.376
C -3.051 0.099 0.653 -0.320
O -3.197 -0.317 2.063 -0.434
C -2.346 0.040 3.076 0.612
O -1.475 0.892 2.884 -0.438
O -2.805 -0.330 4.209 -0.359
C -2.118 -0.037 5.392 -0.297
H -2.049 -0.063 0.255 -0.184
H -3.393 1.127 0.528 0.289
H -3.738 -0.418 -0.017 0.323
H -1.131 -0.487 5.284 -0.081
H -2.561 -0.711 6.124 0.299
H -2.076 1.005 5.710 0.291
C 1.884 -2.311 -4.975 -0.659
O 2.131 -2.970 -3.750 -0.283
C 2.756 -2.375 -2.662 0.633
O 3.141 -1.203 -2.604 -0.501
O 2.808 -3.284 -1.644 -0.152
C 3.729 -3.061 -0.679 -0.564
H 1.188 -2.761 -5.684 0.287
H 2.823 -2.282 -5.529 0.348
H 1.663 -1.265 -4.766 0.221
H 3.652 -3.914 -0.004 0.340
H 3.458 -2.172 -0.109 0.091
H 4.762 -2.904 -0.988 0.328
C 8.427 0.210 -0.149 -0.667
O 7.539 0.611 0.940 -0.347
C 6.253 0.307 0.885 0.806
O 5.689 -0.327 -0.032 -0.654
O 5.704 0.727 2.029 -0.364
C 4.460 0.162 2.416 -0.367
H 9.237 -0.413 0.231 0.302
H 8.979 1.080 -0.505 0.295
H 7.951 -0.090 -1.083 0.283
H 4.008 0.601 3.305 0.384
H 4.354 -0.909 2.590 0.280
H 3.835 0.470 1.578 0.017
C 1.005 -2.176 1.419 0.857
O 0.983 -2.512 2.770 -0.551
C 1.217 -1.662 3.766 0.627
O 1.355 -0.467 3.677 -0.350
O 1.170 -2.354 4.936 -0.391
C 1.426 -1.781 6.231 -0.704
H 1.030 -3.185 1.008 0.086
H 1.926 -1.636 1.199 -0.409
H 0.148 -1.661 0.984 -0.119
H 0.624 -2.256 6.795 0.311
H 1.499 -0.696 6.310 0.319
H 2.320 -2.210 6.684 0.297
```

Record 5
The following is a DFT calculation (ωB97M-V/def2-TZVPD) of a molecular structure, C23H42Cl3N4O3RuSi at a distorted geometry.

Output
LUMO energy (spin up / spin down) in eV: 0.27 / -0.35
2S+1: 6
Electronic energy in eV: -84660.867
⟨S²⟩: 8.767
Frontier orbital gap (spin up / spin down) in eV: 7.02 / 7.57

```
77
Properties=species:S:1:pos:R:3:mulliken_spin:R:1
C 2.320 -2.604 -1.232 -0.012
C 2.361 -1.656 -2.409 0.035
H 1.571 -3.392 -1.413 -0.001
H 2.053 -2.118 -0.284 0.003
H 3.279 -3.128 -1.104 -0.001
C 2.242 -2.108 -3.670 -0.009
C 2.245 -3.524 -4.087 0.002
H 2.156 -1.396 -4.487 0.000
H 1.491 -4.147 -3.581 0.000
H 3.239 -3.967 -3.918 0.000
H 2.034 -3.528 -5.166 0.000
Ru 2.181 1.117 0.723 3.836
Cl 3.810 1.134 2.320 0.262
Cl 3.174 2.972 -0.363 0.235
C 0.572 3.263 1.663 0.000
O 0.490 2.006 1.455 0.071
N -0.512 4.005 1.841 0.008
C -1.858 3.450 1.991 0.001
C -0.344 5.450 1.803 0.000
H 1.547 3.764 1.654 0.006
H -1.923 2.753 2.839 0.000
H -2.229 2.963 1.076 0.000
H -2.510 4.298 2.211 0.000
H 0.435 5.754 2.512 0.001
H -1.294 5.910 2.068 0.000
H -0.062 5.778 0.793 0.001
H -0.612 -4.818 3.731 0.000
H -1.459 -3.746 1.050 0.000
C -1.712 -4.798 3.791 0.000
C -2.409 -3.908 1.585 0.000
N -2.268 -3.703 3.014 0.000
H -2.010 -4.689 4.840 0.000
C -2.499 -2.474 3.548 -0.001
O -2.770 -1.466 2.910 0.000
H -3.175 -3.237 1.188 0.000
H -2.422 -2.475 4.661 0.000
H -2.090 -5.742 3.385 0.000
H -2.720 -4.946 1.426 0.000
O 2.270 0.084 -0.826 0.340
C 2.531 -0.113 -2.202 0.010
C 0.704 0.298 -4.062 0.001
C 1.738 0.777 -3.213 0.028
H 0.265 -0.689 -3.883 0.000
C 0.216 1.042 -5.139 0.001
H 3.593 0.173 -2.347 0.015
C 2.069 2.123 -3.383 -0.018
H -0.475 0.573 -5.843 0.000
C 0.657 2.353 -5.342 0.001
C 1.551 2.904 -4.430 -0.003
H 2.735 2.574 -2.646 0.007
H 0.325 2.915 -6.222 0.000
H 1.891 3.929 -4.537 0.000
Si -2.280 0.017 -1.759 0.001
Cl -1.048 -1.627 -1.972 0.001
C -3.166 0.086 -3.418 0.000
C -1.119 1.531 -1.596 0.012
C -2.467 -0.278 0.131 0.000
H -3.113 1.120 -3.784 0.000
H -4.226 -0.232 -3.471 0.000
H -2.643 -0.532 -4.164 0.000
H -2.976 -1.195 0.438 0.000
H -2.913 0.572 0.676 0.000
H -1.407 -0.371 0.447 -0.004
H -0.519 1.719 -2.493 -0.003
H -0.394 1.331 -0.773 -0.013
H -1.696 2.440 -1.339 0.001
C 1.420 1.124 4.779 0.014
N 1.001 -0.164 4.158 0.006
C 0.179 -1.067 4.962 0.018
C 1.177 -0.334 2.893 0.189
N 1.302 -0.520 1.721 -0.040
H 1.436 0.969 5.853 0.001
H 0.725 1.926 4.507 0.002
H 2.409 1.387 4.404 -0.003
H -0.896 -0.862 4.821 -0.001
H 0.373 -2.109 4.676 -0.006
H 0.448 -0.919 6.015 0.002
```

Record 6
The following is a DFT calculation (ωB97M-V/def2-TZVPD) of a single C3H3NO2 molecule at a distorted geometry.

Output
LUMO energy in eV: 0.08
SMILES: COC(=O)C#N
Electronic energy in eV: -8743.435
Relative energy (zero: lowest compared OMol25 entry of this formula, charge and spin) in kJ/mol: 163.7
Frontier orbital gap in eV: 11.71

```
9
Properties=species:S:1:pos:R:3:nbo_charge:R:1
C 0.943 -0.951 -0.245 -0.259
O -0.387 -0.595 -0.635 -0.475
C -1.118 0.434 -0.230 0.716
O -2.230 0.615 -0.645 -0.486
C -0.598 1.412 0.760 0.130
N -0.436 2.288 1.500 -0.232
H 1.368 -0.271 0.498 0.197
H 0.902 -1.971 0.148 0.205
H 1.557 -0.962 -1.151 0.204
```

Q: What is the electronic energy in the fourth record?
A: -104828.114 eV

Q: What is the electronic energy in the fourth record?
A: -104828.114 eV

Q: What is the electronic energy in the sixth record?
A: -8743.435 eV